This record from the OMol25 dataset describes C57H49AsFN4O3P2STi as an isolated structure at a distorted geometry. The level of theory is wB97M-V/def2-TZVPD.

**E**: -6912.3165 Eh
**Multiplicity**: 2
**Charge**: 0
**Lowest unoccupied orbital energy (alpha / beta)**: -0.5 / -0.5 eV
**Energy relative to the best compared isomer or geometry (same formula, charge and spin)**: 27.9 kcal/mol
**Kohn-Sham gap (alpha / beta)**: 7.099 / 7.104 eV
**<S²>**: 0.752
**E_HOMO (alpha / beta)**: -0.2783 / -0.2780 Ha

Element x y z (Å)
Ti  2.497  0.718  -0.174
O  4.505  -0.181  3.306
C  4.024  -0.141  2.152
N  3.564  0.937  1.519
C  3.382  2.203  2.092
C  3.495  2.603  3.413
C  3.190  3.903  3.802
C  2.951  4.858  2.835
C  2.973  4.467  1.483
C  3.077  3.187  1.084
N  2.897  2.700  -0.202
C  2.714  3.460  -1.291
O  3.017  4.649  -1.431
C  2.186  2.677  -2.535
C  1.880  3.458  -3.611
C  1.363  2.740  -4.693
C  1.073  1.408  -4.597
C  1.429  0.756  -3.423
N  2.055  1.370  -2.387
C  3.984  -1.390  1.335
C  4.426  -2.609  1.830
C  4.254  -3.772  1.067
C  3.581  -3.643  -0.146
C  3.287  -2.376  -0.637
N  3.519  -1.253  0.064
H  3.801  1.953  4.223
H  3.192  4.140  4.895
H  2.745  5.878  3.144
H  2.867  5.196  0.770
H  2.005  4.560  -3.500
H  0.982  3.300  -5.591
H  0.473  0.954  -5.437
H  1.260  -0.285  -3.167
H  4.822  -2.772  2.826
H  4.538  -4.688  1.507
H  3.309  -4.576  -0.686
H  2.877  -2.184  -1.623
O  -2.056  0.018  -1.882
C  -2.504  -0.920  -2.851
C  -3.721  -0.559  -3.532
C  -4.149  -1.479  -4.428
C  -3.436  -2.687  -4.650
C  -2.211  -2.944  -4.081
C  -1.753  -2.085  -3.111
P  -0.157  -2.204  -2.105
C  -0.727  -2.979  -0.584
C  -0.162  -2.539  0.609
C  -0.480  -3.127  1.788
C  -1.460  -4.054  1.892
C  -2.090  -4.460  0.723
C  -1.699  -3.963  -0.535
C  0.502  -3.691  -2.958
C  0.934  -3.501  -4.279
C  1.272  -4.565  -5.064
C  1.267  -5.846  -4.453
C  0.967  -6.079  -3.137
C  0.661  -4.923  -2.333
C  -2.558  -0.050  -0.664
C  -3.379  -1.095  -0.210
C  -3.630  -1.235  1.211
C  -3.144  -0.251  2.064
C  -2.542  0.887  1.584
C  -2.184  0.989  0.224
P  -1.403  2.372  -0.511
C  -2.867  2.984  -1.540
C  -2.396  3.574  -2.717
C  -3.338  3.947  -3.770
C  -4.696  3.596  -3.505
C  -5.139  3.153  -2.260
C  -4.205  2.779  -1.308
C  -1.309  3.401  1.147
C  -2.137  4.485  1.451
C  -2.206  5.117  2.694
C  -1.281  4.836  3.694
C  -0.419  3.698  3.413
C  -0.435  3.051  2.227
H  -4.223  0.359  -3.178
H  -5.079  -1.438  -4.919
H  -3.846  -3.434  -5.312
H  -1.722  -3.973  -4.278
H  0.578  -1.787  0.577
H  0.031  -2.813  2.705
H  -1.800  -4.444  2.807
H  -2.928  -5.064  0.726
H  -2.301  -4.194  -1.420
H  0.968  -2.496  -4.717
H  1.622  -4.608  -6.103
H  1.538  -6.630  -5.184
H  1.037  -7.050  -2.708
H  0.466  -5.116  -1.306
H  -3.762  -1.848  -0.960
H  -4.089  -2.107  1.542
H  -3.297  -0.238  3.147
H  -2.355  1.670  2.192
H  -1.282  3.707  -2.834
H  -3.003  4.367  -4.685
H  -5.410  3.763  -4.332
H  -6.165  2.981  -2.038
H  -4.591  2.441  -0.346
H  -2.763  4.880  0.710
H  -2.966  5.874  2.797
H  -1.280  5.278  4.611
H  0.329  3.443  4.167
H  0.234  2.191  2.087
F  0.928  0.212  0.342
C  -0.280  -0.595  5.793
As  1.281  -1.306  5.001
C  1.147  -0.524  3.226
C  2.807  -0.425  5.855
S  1.508  -3.412  5.146
H  -0.438  0.423  5.404
H  -0.198  -0.554  6.862
H  -1.096  -1.325  5.464
H  1.639  -1.080  2.452
H  1.493  0.530  3.258
H  0.031  -0.525  3.041
H  2.653  0.600  5.978
H  3.677  -0.623  5.175
H  2.985  -0.963  6.782

Forces on the atoms, in the same order (eV/Å):
Ti 1.25 0.22 -1.43
O -0.66 -0.18 -1.48
C 1.45 0.47 2.12
N -0.38 -0.35 -0.05
C 0.33 0.74 -0.74
C -0.12 -0.52 0.63
C 0.08 0.59 0.59
C 0.11 -0.52 0.16
C -0.32 1.09 1.93
C 0.71 -1.33 1.45
N -0.61 -0.82 -0.36
C 0.94 0.83 -0.97
O -0.68 -0.83 0.14
C 1.35 1.91 2.82
C -0.38 -0.19 -0.94
C -0.98 2.59 -0.97
C -0.74 -1.12 -0.45
C 0.67 -0.71 0.92
N -0.90 -0.39 -1.15
C 0.41 -0.29 -0.65
C -0.18 -0.82 -0.10
C -1.01 2.25 -0.31
C 0.21 -1.27 -0.31
C 0.28 0.43 0.06
N -0.30 -0.77 0.69
H -0.05 -0.45 -0.46
H 0.04 -0.09 -1.12
H 0.07 -0.03 -0.34
H -0.40 1.63 -1.62
H -0.02 -1.15 -0.40
H 0.68 -0.62 0.85
H 0.95 0.09 1.24
H -0.30 0.02 -0.73
H -0.03 0.76 -0.02
H 0.21 -1.03 0.07
H 0.20 1.05 0.08
H -0.10 -0.41 0.01
O 0.46 -0.73 -2.69
C -0.78 0.84 -0.39
C 2.22 0.01 2.05
C 0.31 -2.04 -0.44
C -0.27 0.75 -0.46
C -0.05 -2.50 -0.18
C 0.79 2.17 1.54
P -0.42 -0.38 -0.81
C -0.11 0.27 0.25
C 0.27 -0.55 -1.30
C 0.99 0.83 2.24
C -1.01 -0.79 -1.58
C 1.18 1.23 -1.26
C -0.94 0.16 0.93
C 0.68 0.20 0.67
C -0.16 0.77 -0.71
C 0.50 -1.88 0.68
C 0.24 -0.31 -1.99
C 0.28 2.41 0.42
C -0.13 -1.62 -1.94
C -1.02 -0.61 3.02
C -0.24 -0.63 0.84
C 1.61 1.86 -2.65
C -0.78 -0.27 0.73
C -0.09 -2.19 -3.48
C -1.24 -1.65 0.91
P 0.65 2.17 0.96
C 2.34 0.28 0.14
C -0.81 0.76 -1.81
C -0.07 -2.14 3.57
C 0.67 1.34 -1.41
C 1.16 -0.56 -0.52
C -0.92 0.60 0.63
C -0.13 0.70 0.44
C 0.61 -0.97 -0.05
C 0.95 0.23 0.37
C 0.08 -3.49 -3.60
C -0.38 2.49 1.75
C 0.06 -1.31 -2.24
H 0.15 -0.56 -0.58
H -1.01 0.53 -0.52
H -0.18 0.07 -0.18
H -0.63 2.02 0.31
H 0.53 0.66 0.00
H -0.15 -0.17 -0.37
H -0.12 -0.38 1.15
H -1.49 -1.45 0.29
H 0.41 -0.22 0.22
H -0.24 -0.24 0.29
H -0.32 0.86 0.43
H -0.22 -0.03 0.93
H -0.03 -0.57 0.30
H -0.29 0.30 0.67
H 0.52 0.82 1.17
H -0.92 -1.24 0.64
H -0.21 -0.56 -0.31
H 0.62 2.12 1.99
H -1.40 -0.06 -0.01
H 0.08 0.24 -0.67
H 0.24 -0.03 0.67
H -0.73 0.01 -0.15
H 0.40 -0.23 -0.14
H -1.05 0.26 -1.08
H 0.01 0.28 0.21
H 0.04 1.27 2.33
H -0.23 -0.15 -0.24
H -0.16 0.33 0.05
F -1.68 -0.22 0.43
C -1.55 -0.54 -0.79
As 1.85 -0.44 -0.07
C -1.65 0.74 0.60
C 0.69 -2.38 -1.11
S -0.28 0.79 -0.22
H -0.14 -0.38 0.04
H -0.04 -0.18 0.51
H 0.83 1.26 0.60
H 0.22 -0.30 -0.15
H -0.12 -0.65 0.02
H 1.18 0.09 -0.15
H -0.26 1.63 0.27
H -0.84 0.34 0.63
H -0.11 0.17 0.18

Here are the Löwdin charges for atoms 1 to 2, given in e:
1. Ti 1.061
2. O 0.015


This record from the OMol25 dataset describes C57H49N5OP2PtS2 as an isolated structure at a distorted geometry. The level of theory is wB97M-V/def2-TZVPD.

**E**: -4148.5557 Eh
**Charge**: +2
**Lowest unoccupied orbital energy (alpha / beta)**: -5.8 / -6.1 eV
**Energy relative to the best compared isomer or geometry (same formula, charge and spin)**: 17.3 kcal/mol
**Kohn-Sham gap (alpha / beta)**: 5.775 / 5.713 eV
**E_HOMO (alpha / beta)**: -0.4263 / -0.4341 Ha

Element x y z (Å)
Pt  -0.153  -1.086  0.597
C  -0.544  3.726  -4.669
C  -0.201  3.390  -3.224
C  0.278  4.672  -2.501
C  -1.402  2.843  -2.454
C  -2.743  3.063  -2.752
C  -3.753  2.600  -1.912
C  -3.443  1.890  -0.755
C  -2.111  1.635  -0.453
P  -1.487  0.782  1.031
C  -1.104  2.167  2.125
C  0.216  2.550  2.339
C  0.491  3.700  3.065
C  -0.548  4.459  3.581
C  -1.870  4.074  3.370
C  -2.155  2.932  2.638
C  -2.886  -0.127  1.730
C  -3.612  -0.986  0.894
C  -4.563  -1.841  1.434
C  -4.792  -1.848  2.806
C  -4.072  -0.998  3.638
C  -3.117  -0.143  3.107
C  -1.138  2.139  -1.295
O  0.147  1.875  -0.918
C  1.030  1.645  -1.937
C  1.987  0.676  -1.694
C  2.936  0.436  -2.684
C  2.876  1.143  -3.877
C  1.863  2.071  -4.099
C  0.912  2.343  -3.124
P  1.903  -0.287  -0.156
C  2.887  -1.758  -0.531
C  4.187  -1.960  -0.072
C  4.875  -3.113  -0.434
C  4.276  -4.056  -1.258
C  2.978  -3.858  -1.718
C  2.281  -2.717  -1.352
C  2.806  0.669  1.080
C  3.099  0.067  2.305
C  3.811  0.762  3.269
C  4.203  2.075  3.031
C  3.893  2.688  1.824
C  3.205  1.984  0.843
H  -1.368  4.439  -4.715
H  -0.819  2.834  -5.239
H  0.306  4.203  -5.159
H  -0.511  5.429  -2.509
H  1.158  5.078  -3.007
H  0.543  4.464  -1.461
H  -3.013  3.627  -3.638
H  -4.790  2.814  -2.149
H  -4.232  1.524  -0.105
H  1.025  1.947  1.943
H  1.520  4.001  3.226
H  -0.332  5.355  4.150
H  -2.683  4.667  3.774
H  -3.186  2.645  2.466
H  -3.431  -0.982  -0.176
H  -5.123  -2.503  0.785
H  -5.542  -2.508  3.226
H  -4.258  -0.996  4.706
H  -2.553  0.504  3.764
H  3.706  -0.310  -2.527
H  3.621  0.965  -4.644
H  1.831  2.599  -5.047
H  4.670  -1.220  0.554
H  5.885  -3.271  -0.075
H  4.826  -4.942  -1.554
H  2.514  -4.594  -2.365
H  1.271  -2.548  -1.716
H  2.775  -0.951  2.497
H  4.065  0.279  4.206
H  4.762  2.619  3.785
H  4.198  3.711  1.639
H  2.990  2.454  -0.111
N  0.071  -3.536  4.254
C  0.693  -2.873  5.350
C  1.170  -3.616  6.414
C  1.807  -2.985  7.476
C  1.982  -1.613  7.464
C  1.505  -0.868  6.390
C  0.851  -1.496  5.347
S  0.176  -0.512  4.040
N  -0.212  -1.677  2.864
C  -0.267  -2.933  3.090
C  -0.720  -3.812  1.972
C  -1.319  -5.034  2.208
C  -1.703  -5.819  1.131
C  -1.465  -5.357  -0.148
C  -0.891  -4.107  -0.308
N  -0.537  -3.337  0.728
H  0.066  -4.538  4.289
H  1.041  -4.694  6.416
H  2.168  -3.576  8.310
H  2.482  -1.117  8.285
H  1.628  0.212  6.373
H  -1.522  -5.360  3.221
H  -2.181  -6.776  1.296
H  -1.725  -5.944  -1.019
H  -0.713  -3.697  -1.293
C  -3.730  1.075  -5.709
C  -2.410  0.540  -5.258
C  -1.277  0.498  -6.013
C  -0.119  -0.058  -5.444
N  -0.095  -0.558  -4.210
C  -1.221  -0.571  -3.488
S  -1.358  -1.294  -1.955
N  -2.339  0.028  -4.009
C  1.146  -0.151  -6.236
H  -3.644  1.552  -6.681
H  -4.122  1.798  -4.990
H  -4.451  0.258  -5.788
H  -1.275  0.885  -7.023
H  -3.149  0.055  -3.406
H  1.178  0.580  -7.042
H  1.204  -1.149  -6.679
H  2.006  -0.038  -5.579

Forces on the atoms, in the same order (eV/Å):
Pt -0.71 0.67 1.01
C 0.01 0.01 -0.09
C 0.11 -0.03 0.11
C -0.02 -0.03 0.01
C -0.02 0.17 -0.12
C 0.00 0.06 0.01
C -0.02 0.01 0.01
C -0.07 -0.10 0.01
C -0.09 -0.05 0.20
P 0.14 -0.28 -0.51
C 0.21 -0.17 -0.01
C -0.02 -0.11 0.02
C 0.05 0.01 0.01
C -0.10 0.01 0.02
C 0.00 0.00 0.01
C 0.07 0.06 0.00
C 0.07 -0.10 0.03
C 0.01 0.02 -0.02
C 0.04 0.02 0.01
C 0.01 0.04 0.01
C -0.05 0.00 -0.01
C -0.05 -0.01 -0.06
C 0.06 -0.11 -0.01
O 0.04 0.29 0.28
C -0.02 -0.17 0.06
C 0.08 -0.14 0.01
C 0.04 0.04 -0.09
C 0.07 0.18 0.28
C 0.11 0.17 0.06
C 0.00 0.24 -0.18
P -0.19 0.00 -0.31
C 0.03 -0.09 0.04
C 0.00 -0.05 -0.05
C -0.02 0.03 0.01
C 0.03 0.00 -0.01
C 0.00 0.03 0.01
C 0.04 -0.02 0.00
C 0.23 0.00 -0.05
C 0.00 0.03 -0.02
C -0.01 0.02 0.01
C 0.01 -0.02 0.05
C -0.05 -0.02 -0.07
C 0.15 -0.08 -0.03
H 0.04 0.00 0.00
H 0.03 0.18 0.08
H -0.03 -0.03 0.00
H 0.06 -0.06 -0.01
H -0.06 -0.03 0.03
H -0.03 0.02 -0.08
H 0.02 -0.02 0.07
H 0.09 -0.03 0.03
H 0.06 0.07 -0.08
H -0.16 0.11 0.09
H -0.07 -0.04 -0.01
H -0.03 -0.05 -0.04
H 0.07 -0.03 -0.02
H 0.03 0.02 -0.01
H 0.02 -0.04 0.08
H 0.01 0.06 0.03
H 0.06 0.03 -0.02
H 0.01 0.00 -0.06
H -0.01 -0.01 0.00
H -0.03 0.03 -0.05
H 0.00 0.04 0.08
H 0.00 -0.04 0.07
H -0.01 -0.02 -0.01
H -0.06 0.03 -0.04
H -0.06 0.06 0.06
H 0.02 0.06 0.03
H 0.08 0.01 -0.03
H 0.04 0.02 0.01
H -0.04 0.03 -0.04
H -0.05 -0.04 -0.05
H 0.00 -0.06 0.00
H 0.01 0.01 0.06
N -0.14 0.19 0.33
C -0.01 -0.19 -0.11
C 0.02 -0.13 0.02
C 0.01 -0.07 0.02
C -0.01 0.06 0.01
C 0.06 0.12 0.07
C -0.05 0.02 -0.16
S -0.02 0.05 0.04
N -0.24 0.30 -0.41
C 0.10 -0.31 0.03
C 0.05 0.16 0.02
C -0.06 -0.11 0.09
C -0.04 -0.08 0.06
C 0.00 0.01 -0.05
C 0.09 0.06 0.14
N 0.43 0.00 -0.25
H 0.07 -0.15 -0.03
H 0.02 0.08 0.01
H -0.02 0.04 -0.07
H -0.03 -0.02 -0.04
H 0.00 -0.11 0.01
H 0.02 -0.01 -0.06
H 0.03 0.04 0.00
H 0.00 0.04 0.03
H 0.01 0.04 0.02
C 0.04 0.00 0.10
C -0.25 -0.02 0.07
C 0.06 -0.08 -0.17
C 0.14 -0.16 0.16
N -0.10 -0.19 -0.18
C 0.24 0.30 0.07
S -0.28 -0.18 -0.28
N 0.04 -0.15 -0.07
C -0.03 -0.17 0.00
H 0.03 0.00 0.00
H 0.04 -0.05 -0.04
H 0.01 0.02 0.00
H 0.00 -0.02 0.04
H -0.10 0.00 0.07
H 0.00 0.01 0.00
H -0.06 0.01 -0.04
H -0.24 -0.15 -0.24

Here are the Löwdin charges for atoms 1 to 2, given in e:
1. Pt 0.706
2. C -0.021